Entry from the OMol25 dataset: a cluster of 5 separate species, H11NO4 in total at a distorted geometry (ωB97M-V/def2-TZVPD).

```
16
Properties=species:S:1:pos:R:3:lowdin_charge:R:1
N -0.6348 -0.1377 -1.4317 0.098
H 0.2074 -0.6422 -1.4485 -0.025
H -0.5216 0.8364 -1.5825 0.012
H -1.2354 -0.5451 -2.0207 -0.019
O -0.2676 3.0080 -0.0236 -0.012
H 0.6577 3.1218 0.0080 0.017
H -0.4396 2.1194 -0.2727 -0.026
O 0.8559 -0.7988 1.2110 -0.058
H 0.5953 -1.6260 1.6731 0.096
H 0.4456 0.0341 1.4716 0.066
O -1.9961 -0.8884 1.3625 -0.044
H -2.8286 -1.0704 0.9432 0.032
H -1.4266 -0.8396 0.6372 -0.064
O 2.0170 -1.0351 -1.0913 -0.062
H 1.6892 -0.8367 -0.2582 -0.079
H 2.4265 -1.8736 -0.7978 0.069
```

The LUMO energy is 0.50 eV. The calculation puts the energy above the lowest of the compared OMol25 structures with the same formula, charge and spin at 1.546 eV. Its SMILES is N.O.O.O.O. Its HOMO-LUMO gap is 10.7 eV. The total energy comes out at -362.281184 hartree.


Entry from the OMol25 dataset: a structure of composition C10H21NO7PtS (ωB97M-V/def2-TZVPD).

```
41
Properties=species:S:1:pos:R:3:lowdin_spin:R:1
Pt -0.5057 0.2821 1.8608 1.397
C -0.8850 -3.8107 2.3609 0.057
C -1.8574 -2.6997 2.2068 0.435
C -3.3212 -2.9335 2.2355 0.063
O -1.4772 -1.4920 2.8381 0.116
C -1.5739 -2.1386 0.1037 0.087
O -2.0389 -3.0246 -0.4789 0.142
O -0.9985 -1.0779 0.1759 0.133
H -1.0355 -4.2793 3.3430 0.026
H 0.1491 -3.4695 2.3004 0.003
H -1.0615 -4.5824 1.6127 0.004
H -3.5825 -3.2712 3.2471 0.029
H -3.6057 -3.7152 1.5343 0.002
H -3.8877 -2.0248 2.0350 0.005
H -1.0309 -1.6770 3.6817 0.011
C -1.1521 3.4437 -2.9024 0.001
C 0.3472 3.2758 -3.1104 0.026
C 1.1053 2.9204 -1.8233 0.072
S 0.6082 1.3093 -1.2182 0.683
O 0.0104 2.1413 1.5761 0.381
C 2.1857 0.5562 -0.8103 0.057
C 2.6964 -0.2904 -1.9940 0.044
C 1.7929 -1.4667 -2.3355 0.008
H -1.6569 3.5702 -3.8572 0.000
H -1.3643 4.3249 -2.2963 0.000
H -1.6029 2.5815 -2.4042 0.000
H 0.7872 4.2109 -3.4632 0.003
H 0.5600 2.5309 -3.8796 0.001
H 0.8477 3.6239 -1.0205 0.028
H 2.1870 2.9072 -1.9481 0.002
H 2.0195 -0.0747 0.0659 0.005
H 2.8766 1.3590 -0.5569 0.004
H 3.6834 -0.6448 -1.6918 0.004
H 2.8446 0.3517 -2.8644 0.000
H 1.6372 -2.1053 -1.4637 0.001
H 2.2503 -2.0771 -3.1110 0.000
H 0.8161 -1.1472 -2.7050 0.006
O 1.3096 2.7166 4.6439 0.000
N 0.8249 2.1051 3.7827 0.007
O 0.6317 2.8599 2.5767 0.066
O 0.4668 0.9321 3.7536 0.090
```

As for the net charge: +2. The LUMO energy (spin up / spin down) is -6.68 / -10.06 eV. The calculation puts the energy above the lowest of the compared OMol25 structures with the same formula, charge and spin at 1.754 eV. As for the spin multiplicity: 5. Its HOMO-LUMO gap (spin up / spin down) is 8.8 / 7.4 eV. The total energy comes out at -1491.556092 hartree.